(1)
{
  "formula": "C46H50CaN11OSi2Te",
  "method": "ωB97M-V/def2-TZVPD",
  "symbols": ["Ca", "C", "C", "N", "C", "C", "C", "C", "C", "C", "C", "N", "C", "C", "C", "C", "C", "C", "C", "C", "N", "C", "H", "H", "H", "H", "H", "H", "H", "H", "H", "H", "H", "H", "C", "N", "C", "N", "C", "N", "C", "C", "C", "C", "C", "C", "C", "N", "N", "C", "O", "C", "C", "C", "C", "C", "C", "N", "C", "N", "C", "N", "C", "H", "H", "H", "H", "H", "H", "H", "H", "H", "H", "H", "H", "H", "H", "H", "H", "C", "Si", "C", "C", "C", "Te", "C", "Si", "C", "C", "C", "H", "H", "H", "H", "H", "H", "H", "H", "H", "H", "H", "H", "H", "H", "H", "H", "H", "H", "H", "H", "H", "H"],
  "positions_angstrom": [[-0.112139, 0.954830, 0.521639], [3.013042, -1.395498, 2.876838], [1.765412, -0.888670, 2.493690], [1.602081, 0.262465, 1.876855], [2.681337, 1.011291, 1.579984], [3.999814, 0.553809, 1.874061], [4.131196, -0.673390, 2.555656], [5.111021, 1.300819, 1.451105], [4.909135, 2.428295, 0.694818], [3.631321, 2.902575, 0.412955], [2.481814, 2.274779, 0.901947], [1.190377, 2.636670, 0.764940], [0.652119, 3.840831, 0.478951], [1.279714, 5.057252, 0.192381], [0.558879, 6.212550, -0.093134], [-0.813163, 6.232110, -0.073955], [-1.510502, 5.063398, 0.267361], [-2.917538, 5.023923, 0.364492], [-3.545177, 3.853288, 0.699367], [-2.755615, 2.719890, 0.919389], [-1.443530, 2.720345, 0.829723], [-0.793156, 3.859524, 0.526352], [3.082187, -2.341175, 3.395360], [0.862445, -1.458800, 2.693596], [5.118452, -1.033835, 2.802086], [6.103048, 0.958667, 1.700591], [5.758526, 2.975128, 0.312372], [3.550220, 3.761992, -0.230734], [2.351459, 5.140079, 0.200403], [1.103825, 7.113082, -0.337426], [-1.365598, 7.130239, -0.298418], [-3.478485, 5.927759, 0.174468], [-4.618729, 3.792752, 0.784597], [-3.217971, 1.770641, 1.172338], [-3.818577, -2.294508, 3.660439], [-3.095394, -1.675604, 2.582738], [-2.083457, -0.798049, 2.616505], [-1.692395, -0.530631, 1.385527], [-2.514428, -1.279339, 0.617326], [-3.366504, -1.983655, 1.315711], [-2.971795, -3.231600, 4.497586], [-3.413732, -3.591731, 5.766976], [-2.676746, -4.464170, 6.550735], [-1.477638, -4.972601, 6.091262], [-1.021815, -4.606608, 4.827992], [-1.778056, -3.751225, 4.026954], [0.260685, -5.073616, 4.361113], [1.132806, -5.785752, 5.011410], [2.201396, -5.926369, 4.223992], [1.952422, -5.298869, 3.112602], [0.721966, -4.728236, 3.134022], [2.806929, -5.161212, 1.957869], [4.120173, -5.626791, 1.992720], [4.923352, -5.476365, 0.880238], [4.426288, -4.882673, -0.269740], [3.113233, -4.435235, -0.317082], [2.538835, -3.819451, -1.572582], [2.139026, -2.454593, -1.346844], [0.929625, -1.955882, -1.073236], [1.014219, -0.648136, -0.907022], [2.330730, -0.392903, -1.085271], [3.030359, -1.464174, -1.344751], [2.308921, -4.564740, 0.802911], [-4.635756, -2.854319, 3.193364], [-4.249818, -1.520589, 4.303230], [-1.665013, -0.376292, 3.511935], [-2.482312, -1.289584, -0.455482], [-4.342793, -3.189283, 6.139741], [-3.037538, -4.737303, 7.528461], [-0.881796, -5.644195, 6.684459], [-1.415356, -3.504152, 3.037800], [4.479345, -6.096785, 2.892588], [5.942866, -5.825607, 0.901791], [5.056798, -4.775542, -1.137019], [1.655234, -4.378673, -1.893778], [3.286046, -3.822088, -2.368594], [0.023780, -2.532209, -1.044340], [2.763765, 0.585725, -1.032900], [1.283755, -4.219967, 0.783262], [-5.342509, 1.546868, -1.592814], [-4.326596, 1.753998, -3.198039], [-3.993838, 0.050794, -3.996828], [-5.302678, 2.844418, -4.416091], [-2.658320, 2.620132, -2.811794], [-1.077254, 1.206652, -2.401068], [0.519586, 2.624812, -2.746498], [1.331125, 2.273822, -4.438785], [1.996940, 0.485647, -4.312070], [0.007239, 2.339328, -5.813179], [2.739917, 3.496639, -4.829083], [-6.198638, 0.901759, -1.764371], [-5.727354, 2.507439, -1.263899], [-4.764338, 1.119387, -0.777710], [-4.912196, -0.393809, -4.367315], [-3.548560, -0.649673, -3.292564], [-3.314834, 0.145267, -4.839933], [-6.264651, 2.398308, -4.647359], [-4.771601, 2.978534, -5.353138], [-5.491884, 3.829703, -4.001220], [-2.750943, 3.294601, -1.964873], [-2.347421, 3.209932, -3.671205], [1.229700, 2.526228, -1.930981], [0.081397, 3.616837, -2.682237], [1.218007, -0.194489, -3.966608], [2.827859, 0.415221, -3.615601], [2.349236, 0.126374, -5.272059], [-0.901271, 1.820784, -5.510575], [0.369089, 1.869914, -6.723147], [-0.255857, 3.361441, -6.064894], [3.406183, 3.650959, -3.986040], [2.350384, 4.466111, -5.121873], [3.336623, 3.124031, -5.655414]],
  "forces_ev_per_a": [[-0.6, -1.6, -0.7], [0.2, 0.0, 0.0], [-0.1, 0.0, 0.0], [0.2, -0.5, 1.0], [1.2, 0.2, 0.1], [-0.5, 0.1, -0.1], [-0.3, 0.0, 0.0], [0.2, 0.4, -0.3], [0.5, -0.5, 0.3], [-0.7, 0.0, 0.0], [0.9, 0.2, -0.1], [0.4, 0.7, 0.2], [0.1, 0.9, -0.1], [0.1, -0.7, 0.1], [-0.7, 0.3, -0.1], [0.4, 0.3, 0.0], [0.1, -0.4, 0.0], [0.1, -0.3, 0.1], [0.0, 0.2, 0.0], [0.0, -0.1, 0.0], [-1.1, 0.6, 0.5], [-0.1, 1.2, -0.3], [0.0, 0.0, 0.0], [0.0, 0.0, 0.0], [0.1, -0.1, 0.0], [0.1, 0.0, 0.0], [0.1, 0.0, 0.0], [-0.1, 0.1, 0.1], [0.1, -0.1, 0.0], [0.0, 0.1, 0.0], [-0.1, 0.1, 0.0], [-0.1, 0.1, 0.0], [-0.1, 0.0, 0.0], [0.0, 0.0, 0.0], [-0.4, -0.4, 0.6], [0.6, 0.6, -0.1], [-0.2, -0.2, 0.1], [-0.2, -0.1, 0.4], [-0.2, -0.2, 0.2], [-0.5, -0.5, -0.6], [0.1, 0.0, 0.0], [0.0, 0.0, -0.2], [0.0, 0.0, -0.1], [0.1, 0.0, -0.2], [-0.5, 0.3, -0.1], [0.0, -0.1, 0.1], [0.7, -0.5, 0.3], [-1.6, 0.4, 0.7], [1.2, 0.0, -1.3], [0.0, -0.4, 0.9], [0.0, 0.0, 0.0], [0.0, 0.2, -0.6], [-0.2, 0.1, 0.0], [0.0, 0.0, 0.0], [-0.2, 0.1, 0.0], [0.1, 0.0, 0.0], [0.3, -0.6, 0.1], [-0.8, 0.5, 0.0], [0.1, 0.0, -0.2], [-0.1, -0.2, 0.0], [0.1, -0.4, -0.1], [1.0, 0.1, -0.2], [0.1, -0.1, 0.1], [0.1, 0.2, 0.0], [0.0, -0.1, -0.2], [0.0, 0.0, 0.2], [0.0, 0.0, -0.2], [-0.1, 0.1, 0.1], [0.0, 0.0, 0.1], [0.1, -0.1, 0.2], [0.0, 0.0, 0.0], [0.1, -0.1, 0.1], [0.1, -0.1, 0.0], [0.1, 0.0, -0.1], [0.1, 0.1, -0.1], [-0.2, 0.0, 0.0], [-0.1, -0.2, 0.0], [0.2, 0.2, 0.0], [-0.1, 0.0, 0.0], [0.4, 0.1, -0.6], [-0.2, 0.0, -0.2], [-0.1, 0.7, 0.4], [0.4, -0.4, 0.5], [-0.3, -0.6, 0.0], [-0.5, 0.6, -0.8], [0.2, -0.3, -0.5], [0.0, -0.4, -0.3], [-0.2, 0.7, 0.0], [0.4, 0.0, 0.6], [-0.6, -0.4, 0.2], [-0.1, -0.2, -0.1], [0.0, 0.2, 0.1], [0.2, -0.1, 0.1], [-0.2, 0.0, 0.0], [0.1, -0.1, 0.1], [0.1, 0.0, -0.1], [-0.2, -0.1, 0.0], [0.2, 0.0, -0.2], [0.0, 0.2, 0.1], [0.0, 0.0, 0.1], [0.1, -0.1, -0.2], [0.2, 0.0, 0.1], [-0.2, 0.1, 0.1], [-0.1, 0.0, 0.0], [0.2, 0.0, 0.1], [0.1, 0.0, -0.3], [-0.1, -0.1, 0.0], [0.1, -0.1, -0.1], [-0.1, 0.3, 0.0], [0.1, 0.0, 0.2], [-0.1, 0.2, 0.0], [0.1, -0.1, -0.2]],
  "de_lowest_ev": 1.2311,
  "largest_force_ev_per_a": 1.82,
  "total_charge": 1,
  "homo_energy_ev": -9.0
}


(2)
{
  "formula": "C30H44Br2CaN2P2",
  "method": "ωB97M-V/def2-TZVPD",
  "symbols": ["N", "C", "C", "C", "C", "C", "C", "Ca", "P", "C", "C", "C", "C", "C", "C", "C", "Br", "H", "H", "H", "H", "H", "H", "H", "H", "H", "H", "P", "C", "C", "H", "H", "H", "H", "H", "C", "C", "H", "H", "H", "H", "H", "C", "C", "H", "H", "H", "H", "H", "C", "C", "H", "H", "H", "H", "H", "C", "C", "H", "H", "H", "H", "H", "C", "C", "H", "H", "H", "H", "H", "Br", "C", "C", "C", "C", "N", "C", "H", "H", "H", "H"],
  "positions_angstrom": [[-6.369036, 4.884833, -5.688933], [-6.250945, 5.530564, -4.513259], [-5.280728, 5.215619, -3.538622], [-4.408944, 4.112217, -3.779201], [-4.558696, 3.453785, -5.034475], [-5.592294, 3.826574, -5.897473], [-3.364449, 3.750961, -2.841125], [-0.678836, 3.184824, -1.057662], [5.331709, -0.574344, -1.028383], [-2.268086, 3.041393, -3.265682], [-1.857652, 1.781215, -2.691564], [-0.668427, 1.225806, -3.196991], [-0.231113, -0.002072, -2.703796], [-1.022184, -0.628779, -1.705633], [-1.917917, 0.144343, -0.926261], [-2.442300, 1.306796, -1.468418], [1.409898, 1.214071, -0.873126], [-3.459588, 4.044712, -1.787911], [-1.968239, 3.187968, -4.307299], [-5.189732, 5.832734, -2.633758], [-3.890572, 2.654823, -5.361390], [-6.906399, 6.396406, -4.350846], [-5.745590, 3.304967, -6.836216], [-0.109090, 1.786097, -3.955949], [-3.387798, 1.741976, -1.136230], [0.699099, -0.446955, -3.067780], [-2.199191, -0.151941, 0.084084], [-1.230452, -2.410674, -1.709926], [4.832825, 1.170102, -0.776230], [5.910488, 2.189955, -1.134719], [4.570680, 1.225912, 0.286967], [3.905377, 1.336224, -1.338486], [5.598012, 3.168481, -0.755843], [6.875241, 1.941091, -0.679548], [6.057324, 2.280391, -2.216602], [4.608284, -1.132503, -2.605353], [5.438257, -2.239964, -3.260181], [4.571234, -0.246535, -3.253025], [3.582003, -1.459267, -2.411225], [5.124572, -2.384990, -4.293607], [6.498744, -1.984288, -3.266846], [5.333776, -3.200969, -2.757368], [4.399271, -1.541954, 0.235274], [5.260007, -1.855560, 1.460152], [4.133579, -2.479412, -0.276011], [3.474722, -1.011927, 0.483811], [4.720970, -2.538795, 2.116650], [6.184914, -2.340273, 1.140886], [5.521639, -0.972837, 2.044997], [-0.972141, -2.664398, 0.039113], [-1.439147, -4.058156, 0.480507], [-1.512885, -1.868249, 0.579302], [0.103745, -2.482898, 0.228769], [-2.425342, -4.009949, 0.963809], [-1.512570, -4.752570, -0.369200], [-0.726716, -4.473537, 1.209899], [0.077731, -3.008488, -2.818990], [-0.223181, -3.126432, -4.321892], [0.419288, -3.966254, -2.399840], [0.947937, -2.338688, -2.711406], [-1.064306, -3.803563, -4.524502], [-0.448850, -2.145568, -4.766795], [0.672739, -3.517733, -4.835028], [-2.945009, -2.813767, -2.122506], [-4.083256, -2.566716, -1.109426], [-2.941103, -3.869069, -2.435830], [-3.198946, -2.240219, -3.024422], [-4.693853, -1.712370, -1.432218], [-4.729304, -3.454558, -1.058046], [-3.748221, -2.352127, -0.089340], [-0.538391, -0.851838, 3.495263], [-0.937608, 0.930017, 2.958225], [-1.654664, 1.768733, 3.792914], [-1.936038, 3.066090, 3.352789], [-1.541050, 3.476456, 2.080413], [-0.841945, 2.634990, 1.268905], [-0.535426, 1.393817, 1.708117], [-1.976039, 1.416891, 4.764892], [-2.473835, 3.787986, 3.976712], [-1.776910, 4.476197, 1.684682], [0.039126, 0.774567, 1.017164]],
  "forces_ev_per_a": [[-0.4, 0.0, 1.1], [0.7, 0.2, 0.1], [-0.2, -0.7, -0.5], [-0.5, 1.9, -1.1], [-0.1, 0.0, 0.6], [0.7, 0.5, 0.2], [0.5, -0.1, -0.3], [1.6, -0.1, 0.7], [1.8, -0.3, 0.4], [-1.2, 0.2, -0.9], [0.9, 0.2, 0.7], [-0.3, -0.1, 0.2], [-1.1, -0.1, 0.0], [-0.1, 0.3, -1.0], [-0.1, -0.2, -0.6], [0.3, -0.2, -1.2], [0.2, 1.2, 0.2], [-0.7, -0.6, -0.1], [-0.3, -0.3, 0.1], [-0.1, -0.4, -0.4], [-0.3, 0.1, 0.4], [0.2, -0.4, -0.2], [0.1, 0.0, 0.1], [-0.2, -0.4, 0.2], [0.5, 0.0, 0.3], [-0.7, 0.0, -0.2], [-0.5, -0.3, -0.5], [0.7, 1.9, 1.1], [-0.6, -0.3, -0.2], [-0.1, 0.1, 0.1], [0.0, 0.2, -0.1], [0.3, 0.3, 0.2], [0.2, 0.0, -0.1], [-0.2, 0.0, -0.1], [0.0, -0.1, 0.2], [-0.3, 0.2, -0.1], [-0.1, 0.1, -0.2], [0.0, -0.2, 0.0], [-0.2, 0.0, -0.2], [0.0, -0.1, -0.1], [-0.1, 0.0, 0.0], [0.0, 0.0, 0.2], [0.0, 0.1, -0.4], [-0.2, -0.2, -0.1], [0.0, 0.1, 0.2], [-0.1, -0.1, 0.1], [0.1, 0.0, 0.1], [0.0, 0.1, 0.1], [0.0, 0.1, -0.1], [0.3, -0.9, 0.4], [0.1, -0.3, 0.6], [0.3, -0.4, -0.3], [-0.4, -0.1, -0.1], [0.3, -0.1, -0.2], [0.1, 0.0, 0.3], [-0.4, 0.0, -0.3], [0.4, -0.7, 0.0], [-0.2, 0.0, -0.2], [-0.2, 0.0, -0.2], [-0.4, -0.2, 0.4], [0.3, 0.2, 0.0], [0.0, -0.3, 0.2], [-0.4, 0.1, 0.3], [-0.2, -0.4, -0.9], [0.0, 0.2, 0.4], [0.1, 0.2, 0.1], [0.4, -0.2, 0.0], [0.2, -0.3, 0.1], [0.2, 0.3, 0.0], [0.0, -0.1, -0.2], [-0.1, 0.5, -0.2], [0.0, 0.0, -0.3], [0.0, 0.5, -0.1], [-0.2, 0.6, -0.1], [0.4, -1.1, 0.1], [-0.6, 0.2, 0.5], [-0.3, 0.3, 0.2], [0.0, 0.1, 0.0], [0.2, -0.5, -0.1], [0.1, -0.5, 0.3], [-0.2, 0.2, 0.4]],
  "de_lowest_ev": 0.9328,
  "largest_force_ev_per_a": 2.32,
  "total_charge": 2,
  "homo_energy_ev": -11.1
}


(3)
{
  "formula": "C12H22BrN4Zr",
  "method": "ωB97M-V/def2-TZVPD",
  "symbols": ["Zr", "N", "C", "C", "N", "C", "C", "N", "C", "C", "N", "H", "H", "H", "H", "H", "H", "H", "H", "H", "H", "H", "H", "H", "H", "H", "H", "H", "H", "Br", "C", "C", "C", "C", "C", "C", "H", "H", "H", "H"],
  "positions_angstrom": [[0.059485, -0.545293, 0.055090], [0.057423, 0.477531, -2.007172], [-1.240444, 1.131524, -2.400891], [-1.838065, 1.790026, -1.178501], [-1.884543, 0.836917, -0.029115], [-2.971900, -0.190728, -0.211874], [-2.705458, -1.518055, 0.495379], [-1.477805, -2.222399, -0.051245], [-2.039726, 1.591743, 1.258979], [-0.681275, 1.794303, 1.885803], [-0.067701, 0.440282, 2.113766], [0.801951, 1.183846, -1.990637], [0.352449, -0.151870, -2.758866], [-1.879445, 0.357501, -2.825018], [-1.063268, 1.864708, -3.187812], [-2.834600, 2.188682, -1.387953], [-1.214722, 2.632556, -0.867609], [-3.108408, -0.363616, -1.280459], [-3.914122, 0.222200, 0.157307], [-3.571382, -2.172007, 0.384439], [-2.555153, -1.388766, 1.571541], [-1.683406, -2.579835, -0.989296], [-1.287203, -3.068331, 0.494451], [-2.693437, 1.024514, 1.925100], [-2.531021, 2.549770, 1.077945], [-0.732042, 2.355125, 2.820018], [-0.007880, 2.349421, 1.222821], [-0.599431, -0.052636, 2.836213], [0.872305, 0.554919, 2.501682], [6.772727, -1.287265, -0.066287], [4.941509, -1.109065, -0.007222], [4.292226, -0.943349, 1.227217], [2.929067, -0.779642, 1.270107], [2.127481, -0.821282, 0.093418], [2.822744, -1.028736, -1.133120], [4.189962, -1.147871, -1.191651], [4.880809, -0.936766, 2.134691], [2.492133, -0.659202, 2.257364], [2.293342, -1.091054, -2.081933], [4.696842, -1.287798, -2.136669]],
  "forces_ev_per_a": [[0.1, -0.3, -0.2], [0.1, -0.1, 0.1], [0.1, 0.0, -0.1], [0.0, 0.1, 0.1], [0.1, -0.1, 0.1], [0.0, 0.2, 0.0], [0.0, -0.1, 0.1], [0.1, 0.0, 0.0], [-0.2, 0.0, -0.1], [0.1, 0.1, 0.1], [0.0, 0.0, -0.2], [0.0, 0.0, 0.0], [0.0, 0.1, 0.0], [0.0, 0.0, 0.0], [0.0, 0.0, 0.0], [0.0, 0.0, 0.0], [0.0, 0.0, -0.1], [0.0, 0.0, 0.0], [0.0, -0.1, 0.0], [0.0, 0.1, 0.0], [0.0, 0.0, 0.0], [0.0, 0.0, 0.0], [-0.1, 0.0, 0.0], [0.1, 0.0, 0.0], [0.0, 0.0, 0.0], [-0.1, 0.0, 0.0], [0.0, 0.0, 0.0], [0.0, 0.0, 0.0], [0.0, 0.0, 0.1], [0.1, 0.0, 0.0], [-0.3, 0.0, 0.0], [0.1, 0.0, -0.1], [0.1, 0.0, 0.0], [0.0, 0.2, 0.2], [-0.1, 0.1, -0.1], [0.1, -0.2, 0.1], [0.0, 0.0, 0.0], [0.0, 0.0, 0.0], [0.0, 0.0, 0.0], [0.0, 0.0, 0.0]],
  "de_lowest_ev": 0.2440,
  "largest_force_ev_per_a": 0.35,
  "total_charge": 3,
  "homo_energy_ev": -17.5
}


Computed energy (eV) in order:
-108440.0851; -211891.0378; -90057.0624
Computed M (g mol⁻¹) in order:
996.83; 694.53; 393.46